{
  "formula": "C33H48AlF3O19S",
  "method": "ωB97M-V with the def2-TZVPD basis set",
  "e_homo_ev": -14.4,
  "largest_force_ev_per_a": 3.14,
  "e_tot_ev": -99463.6726,
  "charge": 2,
  "relative_energy_kj_mol": 0.00,
  "orbital_gap_ev": 1.851,
  "species": ["Al", "C", "F", "F", "F", "S", "O", "O", "O", "O", "C", "O", "C", "C", "C", "H", "H", "H", "H", "H", "H", "O", "C", "O", "C", "C", "C", "H", "H", "H", "H", "H", "H", "O", "C", "O", "C", "C", "C", "H", "H", "H", "H", "H", "H", "O", "C", "O", "C", "C", "C", "H", "H", "H", "H", "H", "H", "O", "C", "O", "C", "C", "C", "H", "H", "H", "H", "H", "H", "O", "C", "O", "C", "C", "C", "H", "H", "H", "H", "H", "H", "O", "C", "O", "C", "C", "C", "H", "H", "H", "H", "H", "H", "O", "C", "O", "C", "C", "C", "H", "H", "H", "H", "H", "H"],
  "coordinates": [[3.69285, 2.45952, -3.29990], [1.12894, -0.52689, 0.18957], [2.40474, -0.70921, 0.42751], [0.42896, -1.60746, 0.56145], [0.65605, 0.52321, 0.82809], [0.87003, -0.29485, -1.68262], [-0.54862, -0.04073, -1.70982], [1.79174, 0.76876, -2.05779], [1.23008, -1.57099, -2.30772], [-1.06711, -2.57944, 4.17374], [-0.15024, -1.85290, 4.43195], [0.89923, -2.36090, 5.12126], [1.90177, -1.38018, 5.47615], [1.39233, -0.09691, 4.84460], [0.02320, -0.33296, 4.30100], [2.84779, -1.67656, 5.03493], [1.94717, -1.23812, 6.55304], [2.03450, 0.14100, 3.99340], [1.50142, 0.76274, 5.50740], [0.16089, -0.27828, 3.21298], [-0.87222, 0.24172, 4.51169], [-5.37604, 1.62618, -5.47254], [-4.18102, 1.50924, -5.40249], [-3.46706, 0.79367, -6.23061], [-2.29779, 0.17140, -5.62247], [-2.34127, 0.75952, -4.20859], [-3.41343, 1.84763, -4.08621], [-1.45456, 0.61795, -6.14377], [-2.28974, -0.91029, -5.60962], [-1.43667, 1.25417, -3.84039], [-2.60309, 0.06671, -3.40856], [-3.10499, 2.89018, -4.15266], [-4.14798, 1.69434, -3.30243], [1.17848, -6.26512, -4.38124], [0.65236, -5.23989, -4.71647], [1.24921, -4.30706, -5.42836], [0.40444, -3.14687, -5.60655], [-0.66264, -3.36155, -4.57252], [-0.79088, -4.87018, -4.31495], [0.14086, -3.10036, -6.66369], [0.94984, -2.22913, -5.38526], [-1.61243, -2.82380, -4.66802], [-0.34642, -2.81648, -3.67616], [-1.50688, -5.31886, -5.00440], [-1.15777, -4.99826, -3.29997], [-1.87914, -3.87494, -1.15175], [-0.97885, -4.01597, -0.35846], [-1.21786, -4.06951, 0.93898], [-0.06729, -4.45086, 1.70521], [0.96312, -4.88101, 0.62840], [0.44883, -4.44428, -0.71671], [-0.23095, -5.27004, 2.39743], [0.41542, -3.65623, 2.27111], [0.82962, -5.97133, 0.62338], [2.02458, -4.75858, 0.82621], [0.52713, -5.22267, -1.47010], [1.06940, -3.59782, -1.02008], [5.28800, 2.72560, -0.92511], [5.52481, 2.15219, 0.10776], [6.30657, 1.05989, 0.13135], [6.18356, 0.40192, 1.43287], [5.05672, 1.12129, 2.12957], [4.95138, 2.50146, 1.45529], [7.16704, 0.40432, 1.90781], [6.03160, -0.66744, 1.28521], [5.16445, 1.24065, 3.20708], [4.16544, 0.49812, 2.01588], [5.49593, 3.12706, 2.15727], [3.91142, 2.79505, 1.34988], [2.00107, 2.97840, 2.91029], [0.88978, 3.31246, 3.23140], [-0.22245, 2.64424, 2.96003], [-1.37567, 3.34718, 3.47870], [-0.86035, 4.76579, 3.72516], [0.57153, 4.54657, 4.09055], [-1.57971, 2.85601, 4.44014], [-2.23421, 3.14660, 2.84296], [-1.39168, 5.29993, 4.51135], [-0.97733, 5.23295, 2.74383], [0.77265, 4.23842, 5.11990], [1.24865, 5.36733, 3.87250], [1.80075, 3.50505, -1.16443], [0.62364, 3.66813, -1.05520], [-0.00664, 3.91129, 0.11553], [-1.40670, 4.06983, -0.03601], [-1.74278, 3.39626, -1.35564], [-0.45336, 3.74812, -2.11627], [-1.67951, 5.12958, -0.02655], [-1.84450, 3.63046, 0.86215], [-2.54579, 3.86120, -1.92280], [-1.77578, 2.30759, -1.31177], [-0.46691, 4.76295, -2.51580], [-0.32619, 2.98014, -2.88009], [-5.19545, -1.94592, 2.32664], [-4.23663, -1.55443, 1.74815], [-4.16298, -1.43556, 0.40271], [-2.96349, -0.72896, 0.02575], [-2.80626, 0.17593, 1.22404], [-3.06528, -0.77749, 2.38836], [-3.18303, -0.21388, -0.91010], [-2.05242, -1.29039, -0.19137], [-3.64661, 0.87547, 1.28996], [-1.92487, 0.79190, 1.42168], [-3.28116, -0.37866, 3.37409], [-2.30926, -1.56511, 2.53871]],
  "forces_ev_per_angstrom": [[-0.0426, 0.0097, 1.0696], [-0.3643, 0.1489, -2.3904], [0.4994, -0.1026, 0.6202], [0.0194, -0.1788, 0.4130], [0.0976, 0.2630, 0.4486], [1.2496, -1.1304, 0.4371], [-0.5338, 0.6499, -0.3002], [-0.5576, 0.0643, 0.0393], [-0.2432, 0.4791, 0.4838], [-0.4891, 0.2380, -1.0064], [0.5418, 0.1818, 2.6097], [0.1639, -0.2054, -0.3450], [-0.9609, 0.4307, -0.2508], [1.3607, 1.6316, -0.0607], [-0.1919, -1.6488, -2.2100], [0.0649, -0.2313, 0.3096], [0.0970, -0.6665, 0.0551], [0.0264, 0.1488, 0.1040], [-0.2400, -0.1412, 0.1207], [-0.5269, 0.4414, -0.0737], [0.1591, -0.0243, 0.6240], [0.4784, 0.6740, -0.6718], [-1.4935, -0.6211, 1.9814], [0.4707, -1.3214, -1.3838], [-0.0468, 2.6604, 0.9864], [0.3358, 0.5698, 2.3140], [-0.6359, -0.4030, -2.0357], [0.1715, -0.5579, -0.2776], [-0.4833, -0.0286, -0.4999], [0.4180, -0.5211, -0.4194], [0.3163, -0.5596, -0.4062], [0.1822, -0.0708, 0.1042], [0.2342, 0.1647, 0.2321], [0.0046, 0.1073, -0.0851], [-0.0856, -1.0114, 0.8633], [0.2463, 0.2597, -0.1781], [0.0158, 0.2099, -0.2627], [-0.9798, 1.0246, 1.0194], [-0.4036, 1.9526, -0.7223], [-0.3936, -0.2783, 0.0766], [0.3948, -0.3173, 0.0482], [-0.2449, -0.4779, -0.7514], [0.5304, -0.4186, 0.3335], [0.2865, -0.3710, -0.1302], [0.5669, -0.6508, 0.0120], [0.1628, 0.7717, -0.1439], [-0.0903, -1.5907, -0.7787], [-0.1521, 0.5187, 0.8600], [2.5743, 0.2876, -0.6241], [-0.6929, -2.9554, 0.7973], [0.7794, 1.4126, 0.4481], [-0.8061, 0.0586, -0.1413], [-0.9426, 0.5621, 0.0444], [0.3951, -0.0145, -0.0477], [-0.1229, 0.6633, 0.0950], [-0.4516, 0.0881, -0.0945], [-0.5615, 0.1734, -0.5058], [-0.3198, 0.1124, -1.0331], [0.4899, 0.4371, 0.1176], [-0.6606, -0.0790, 0.5191], [1.2452, -0.2600, -0.2013], [-0.8955, -0.4981, 0.8195], [-0.3114, -1.8954, 0.6024], [-0.0619, 0.6753, 0.1203], [-0.4851, 0.1286, -0.3840], [0.3537, -0.1798, -0.0386], [-0.1963, 0.3475, -0.2098], [0.2602, 0.7730, -0.8963], [0.1199, 0.3975, 0.0240], [-0.6001, -0.6133, -0.2313], [1.8300, 1.3393, 0.8324], [-0.6126, -0.6327, -0.8451], [0.5284, -0.7279, 1.8217], [-1.3220, 0.0176, -0.2307], [0.6678, -0.8429, -0.8767], [-0.2348, 0.1068, -0.0497], [0.1335, 0.4604, -0.2406], [-0.3481, 0.0077, -0.3392], [0.3119, 0.6731, 0.3160], [-0.3977, 0.1052, 0.1179], [-0.0137, -0.0477, -0.1501], [0.5719, -0.1214, 0.0206], [-1.2815, 0.6316, -0.2389], [1.3569, -0.0875, 0.5116], [-0.8885, -0.2106, 0.4771], [0.9393, 0.9954, -0.6091], [-0.0810, -1.1539, -0.2835], [0.1960, -0.0001, -0.1874], [-0.1134, -0.1112, -0.2782], [-0.5002, -0.3481, 0.4916], [-0.4376, 0.0294, 0.2549], [0.0340, -0.0768, -0.1696], [0.5213, 0.4477, -0.2934], [0.1423, -0.6199, 0.1435], [-0.7019, 1.1757, -0.4903], [0.5948, -1.0780, 0.0436], [0.1964, 1.1379, 0.0207], [-0.2967, 0.9700, 1.3061], [0.5914, -0.9611, -0.2653], [-0.2230, 0.0818, 0.0947], [-0.4582, -0.7836, 0.3184], [0.0227, 0.1362, -0.4786], [0.3738, -0.3790, -0.5323], [-0.3168, 0.1563, -0.1517], [0.1706, 0.0168, -0.0222]],
  "mulliken_charge": [1.05, 0.03, -0.24, 0.10, -0.04, 0.59, -0.28, -0.41, -0.68, -0.50, 0.36, -0.39, -0.49, -0.18, 0.67, 0.30, 0.28, -0.23, 0.36, -0.61, 0.54, -0.43, 0.38, -0.36, -0.20, 1.10, -0.42, 0.32, 0.12, -0.51, -0.29, 0.33, 0.31, -0.42, 0.56, -0.33, -0.43, 0.63, -0.41, 0.32, 0.29, 0.29, -0.55, 0.38, 0.16, -0.52, 0.68, -0.38, 0.03, -1.11, -0.04, 0.65, -0.27, 0.30, 0.40, 0.73, -0.17, -0.59, 0.54, -0.36, -0.67, 0.16, -0.09, 0.28, 0.31, 0.53, -0.36, 0.36, -0.05, -0.58, 0.31, 0.21, -0.84, -0.36, -0.67, 0.44, 0.35, 0.42, 0.11, 0.32, 0.35, -0.69, 0.53, -0.21, -0.01, 0.35, -0.38, 0.32, -0.31, 0.44, -0.50, 0.48, 0.02, -0.37, 0.16, -0.36, 0.97, 0.18, -0.07, -0.30, -0.42, 0.42, -0.30, 0.66, -0.16]
}